Formula: C3H12N
Source: the OMol25 dataset
Level of theory: ωB97M-V with the def2-TZVPD basis set

Its energy above the lowest of the compared OMol25 structures with the same formula, charge and spin is 0.0 kcal per mole. For the molar mass, the calculation gives 62.136 g/mol. Its highest occupied orbital energy is -17.27 eV.

Geometry as ORCA input:
```
! RIJCOSX wB97M-V def2-TZVPD def2/J DEFGRID3
* xyz 1 1
N 0.0447 -0.6714 1.1416
C 0.8439 -1.3090 0.0254
C 1.9142 -0.3597 -0.4543
C -2.0560 1.6215 -0.5914
H -1.2146 1.8321 -1.2417
H 0.1391 -1.5901 -0.7470
H -0.7076 -1.2884 1.4632
H 1.2797 -2.2113 0.4485
H 0.6554 -0.4711 1.9344
H 2.5702 -0.0733 0.3700
H -2.0157 0.5997 -0.2108
H -2.0436 2.3071 0.2554
H 2.5032 -0.8551 -1.2211
H -0.4124 0.2038 0.8506
H 1.4874 0.5454 -0.8894
H -2.9879 1.7198 -1.1334
*
```